{
  "formula": "C19H23NO6",
  "method": "ωB97M-V/def2-TZVPD",
  "total_charge": 0,
  "e_above_lowest_kcal_mol": 407.9,
  "lumo_energy_ev": 0.53,
  "gap_ev": 8.21,
  "e_tot_ha": -1243.44116,
  "smiles": "COc1cc(C(=O)OCC(=O)c2cc(C)n(C)c2C)cc(OC)c1OC",
  "e_homo_ev": -7.68,
  "species": ["C", "O", "C", "C", "C", "C", "O", "O", "C", "C", "O", "C", "C", "C", "C", "N", "C", "C", "C", "C", "C", "O", "C", "C", "O", "C", "H", "H", "H", "H", "H", "H", "H", "H", "H", "H", "H", "H", "H", "H", "H", "H", "H", "H", "H", "H", "H", "H", "H"],
  "positions_angstrom": [[0.3978, 1.9579, -4.3312], [1.6028, 2.3150, -3.9256], [1.6937, 2.3582, -2.4633], [0.6720, 1.8238, -1.7064], [1.0897, 1.3909, -0.2777], [0.0291, 0.8165, 0.7098], [0.1524, 0.5998, 1.8105], [-0.9406, 0.4131, 0.0329], [-2.1444, -0.2823, 0.7008], [-1.6168, -1.7386, 0.7312], [-0.7603, -1.8951, -0.0936], [-2.6207, -2.5652, 1.3480], [-3.7671, -2.2762, 1.9286], [-4.1979, -3.4173, 2.6899], [-5.3321, -3.6331, 3.6886], [-3.2386, -4.5070, 2.2411], [-3.3895, -5.6325, 2.8672], [-2.2405, -3.9955, 1.6227], [-1.2631, -4.7542, 0.9049], [2.2628, 1.8916, 0.3033], [3.0810, 2.5643, -0.4449], [4.0684, 2.9941, 0.1997], [5.1910, 3.8469, -0.2776], [3.0360, 2.8614, -1.6368], [4.0524, 3.4389, -2.5200], [3.4360, 4.3120, -3.6512], [-0.5375, 2.3017, -3.9722], [0.3662, 0.7238, -4.1076], [0.5820, 2.0923, -5.4497], [-0.0305, 1.1619, -1.9911], [-3.1676, -0.0906, -0.0040], [-2.3514, 0.0222, 1.6381], [-4.2091, -1.2841, 2.0503], [-5.0181, -4.2020, 4.4171], [-6.2291, -4.1341, 3.1075], [-5.8738, -2.6714, 3.6836], [-3.4447, -5.7947, 3.8591], [-4.5080, -5.8596, 2.6783], [-2.7589, -6.3491, 2.1718], [-0.5393, -5.2606, 1.8511], [-1.6972, -5.6918, 0.3660], [-0.6434, -4.1977, 0.4457], [2.3637, 1.9749, 1.4687], [5.9823, 3.7814, 0.6877], [4.8583, 4.8537, -0.5013], [5.8102, 3.2237, -1.1287], [2.6395, 5.0220, -2.9999], [3.2799, 3.8821, -4.4839], [4.2922, 5.2092, -3.6171]],
  "lowdin_charge": [-0.19, -0.14, -0.03, 0.04, 0.02, -0.63, 0.19, 0.00, 0.02, -0.34, 0.12, -0.14, -0.02, -0.13, -0.03, -0.12, -0.09, -0.23, 0.00, 0.06, -0.50, -0.05, -0.02, -0.07, -0.19, 0.01, 0.07, 0.15, 0.12, 0.05, 0.21, 0.06, 0.13, 0.00, 0.12, 0.09, 0.06, 0.13, 0.14, 0.18, 0.13, -0.02, 0.19, 0.14, 0.08, 0.14, 0.16, -0.02, 0.14]
}